[1]
{
  "formula": "C12H34Ag2F3NO11SV",
  "method": "the ωB97M-V functional and the def2-TZVPD basis",
  "symbols": ["V", "N", "H", "H", "H", "H", "Ag", "Ag", "C", "F", "F", "F", "S", "O", "O", "O", "C", "O", "O", "O", "C", "C", "O", "H", "H", "H", "H", "H", "H", "C", "C", "O", "H", "H", "H", "H", "H", "H", "C", "C", "O", "H", "H", "H", "H", "H", "H", "C", "C", "O", "H", "H", "H", "H", "H", "H", "C", "C", "O", "H", "H", "H", "H", "H", "H"],
  "xyz": [[-1.98581, 1.44347, -1.07368], [1.14179, -1.95170, -0.27932], [0.99854, -1.10887, 0.25849], [0.32160, -2.07849, -0.85490], [1.29364, -2.77547, 0.28497], [2.02447, -1.82650, -0.75398], [2.38443, 0.32532, 3.25475], [1.83421, 3.17309, 0.94847], [-3.61435, -2.98440, -2.33293], [-4.79656, -2.33892, -2.63077], [-3.64913, -3.47329, -1.05721], [-3.53880, -4.01823, -3.15520], [-2.07739, -1.76187, -2.49479], [-2.56074, -0.50429, -2.01606], [-1.00907, -2.37729, -1.66777], [-1.70839, -1.70927, -3.89614], [0.10983, 1.07821, 0.47762], [-0.67297, 0.24271, 0.08546], [-0.26788, 2.18622, 0.10233], [1.08556, 0.77055, 1.13768], [-0.59629, 0.17095, 4.60708], [0.34857, -0.39817, 5.71432], [1.53916, 0.34107, 5.52565], [-0.85430, 1.22926, 4.64589], [-1.57199, -0.30620, 4.69901], [-0.27027, 0.02069, 3.57789], [0.31765, -1.46632, 5.49937], [0.04830, -0.10632, 6.72068], [1.95057, 0.22259, 6.38490], [4.41374, -0.95536, 0.08037], [4.60596, -1.70583, -1.27539], [3.41549, -2.16376, -1.86216], [5.28805, -0.35740, 0.33749], [4.34854, -1.59935, 0.95737], [3.51772, -0.33837, 0.01265], [5.22719, -2.58292, -1.09406], [5.17791, -1.06304, -1.94458], [3.52424, -2.82369, -2.55082], [-2.09237, -2.98358, 3.32751], [-1.93941, -2.76687, 1.81664], [-2.48794, -1.47264, 1.60287], [-1.47328, -2.30194, 3.91078], [-2.01227, -4.02593, 3.63601], [-3.14160, -2.81020, 3.56654], [-2.51334, -3.50108, 1.25126], [-0.91650, -2.90026, 1.46458], [-1.93729, -0.95960, 1.00690], [-1.03510, 5.17816, -2.70495], [-2.25030, 5.01003, -1.73862], [-2.16491, 3.71561, -1.06803], [-1.08601, 6.13419, -3.22602], [-0.96650, 4.37417, -3.43775], [-0.10622, 5.24973, -2.13912], [-3.18829, 5.06278, -2.29134], [-2.25031, 5.82561, -1.01547], [-1.43756, 3.78287, -0.44510], [1.54185, 0.87365, -2.93433], [0.64311, 2.06434, -3.12843], [-0.75231, 1.70125, -2.94757], [1.31921, 0.40364, -1.97641], [2.57342, 1.21747, -3.01019], [1.36429, 0.08612, -3.66671], [0.75267, 2.55782, -4.09413], [0.83246, 2.87022, -2.41935], [-1.01871, 1.18562, -3.71226]],
  "atomic_forces_ev_per_a": [[1.32, -0.93, -0.86], [1.35, 0.09, 1.34], [-0.37, 0.16, 0.73], [-1.21, -0.24, -1.31], [-0.32, -0.17, 0.48], [0.39, -0.20, -1.32], [-0.76, 0.02, 0.22], [-0.61, -0.37, -0.24], [-0.77, 0.28, 0.36], [1.91, -0.53, 0.80], [-0.10, 0.90, -1.29], [0.53, 0.56, 0.20], [1.63, -3.28, -2.01], [-1.16, 2.76, 1.69], [-1.59, 0.51, -0.30], [-0.59, -0.08, 0.88], [-1.76, -0.60, -0.31], [-3.70, -5.93, -1.73], [1.11, 7.22, -0.33], [4.97, 0.26, 2.92], [-0.99, 0.00, 1.07], [-2.71, 1.74, -2.12], [1.61, -0.71, -0.22], [0.50, 0.20, 0.57], [0.03, -0.24, -0.22], [0.40, -0.56, -0.11], [0.99, -0.17, 0.60], [-0.68, -0.62, -0.11], [1.12, 0.42, -0.09], [-0.17, -0.55, -0.57], [1.66, -0.37, 0.81], [-1.30, 0.73, 0.49], [-0.03, 0.27, -0.55], [-0.42, -0.51, -0.18], [0.03, 0.36, 0.12], [0.29, 0.08, 0.13], [-0.23, 0.15, -0.18], [0.41, -0.01, -0.01], [-0.63, -0.74, -0.47], [-0.69, -0.15, 0.92], [0.26, 0.34, -0.27], [0.03, -0.26, -0.05], [0.75, -0.04, -0.04], [-0.02, 0.53, -0.02], [-0.14, -0.06, 0.09], [0.31, 0.41, 0.05], [0.19, -0.16, -0.23], [-0.69, 0.24, 0.64], [0.99, 0.06, -1.32], [-0.48, 0.28, -0.04], [-0.28, -0.04, -0.10], [-0.13, 0.05, 0.11], [0.11, -0.26, 0.15], [0.06, -0.33, 0.16], [-0.06, -0.25, 0.23], [0.19, 0.09, 0.22], [-0.13, 0.00, -0.11], [-0.50, 0.35, 0.10], [0.00, 0.24, 0.53], [0.26, 0.15, 0.26], [0.11, -0.28, 0.14], [0.04, 0.17, -0.23], [-0.01, -0.33, -0.23], [-0.01, -0.22, 0.30], [-0.29, -0.41, -0.17]],
  "mulliken_charge": [0.976, 0.237, -0.398, 0.335, 0.476, 0.026, 0.620, 0.583, 0.407, -0.210, -0.186, -0.175, 1.076, -0.626, -0.890, -0.638, 0.818, -0.021, -0.834, -0.069, -1.123, -0.120, -0.453, 0.390, 0.457, 0.118, 0.260, 0.369, 0.304, -0.789, -0.284, -0.533, 0.432, 0.299, -0.057, 0.363, 0.316, 0.289, -1.091, 0.469, -0.527, -0.060, 0.448, 0.304, 0.232, -0.113, 0.271, -0.826, -0.364, -0.370, 0.440, 0.092, 0.244, 0.345, 0.297, 0.190, -0.883, -0.362, -0.140, -0.013, 0.421, 0.433, 0.504, 0.119, 0.194],
  "fmax_ev_per_a": 7.31,
  "charge": 2,
  "homo_energy_ev": [-13.95, -14.34],
  "homo_lumo_gap_ev": [5.909, 6.292],
  "multiplicity": 4,
  "total_energy_ev": -89666.003
}



[2]
{
  "formula": "C20H42N4O4",
  "method": "the ωB97M-V functional and the def2-TZVPD basis",
  "symbols": ["C", "C", "C", "C", "C", "C", "C", "O", "O", "C", "C", "N", "C", "C", "C", "N", "H", "H", "H", "H", "H", "H", "H", "H", "H", "H", "H", "H", "H", "H", "H", "H", "H", "H", "H", "H", "C", "C", "C", "O", "C", "N", "H", "H", "H", "H", "H", "H", "H", "H", "H", "H", "H", "C", "C", "C", "O", "C", "N", "H", "H", "H", "H", "H", "H", "H", "H", "H", "H", "H"],
  "xyz": [[4.98632, -1.45887, 1.44400], [4.78383, 0.19140, 1.28949], [3.87637, 0.48082, -0.05710], [2.65593, 1.55600, 0.16270], [1.45091, 1.04554, 1.15018], [0.13266, 0.43142, 0.33227], [0.78844, -0.95494, -0.32706], [0.88293, -1.12779, -1.65314], [1.23520, -2.00707, 0.62657], [-0.57949, 1.42457, -0.80598], [-2.06989, 1.88130, -0.20158], [-2.35204, 1.21363, 0.97166], [-1.19874, 0.27014, 1.28134], [-1.95610, -1.17892, 1.40150], [-2.50695, -1.79692, -0.01315], [-2.44275, -1.20373, -1.25013], [5.82513, -1.86291, 0.70586], [5.35480, -1.65197, 2.55316], [3.97809, -2.02289, 1.24347], [4.32534, 0.66947, 2.25430], [5.86721, 0.64538, 1.09716], [4.60307, 0.95228, -0.87553], [3.54944, -0.56385, -0.47220], [2.20253, 1.94524, -0.84808], [3.14390, 2.51105, 0.68378], [1.81791, 0.28265, 1.98204], [1.04269, 2.00255, 1.71820], [-0.80057, 0.88783, -1.84489], [0.02227, 2.39538, -1.06631], [-2.83314, 2.65277, -0.67008], [-3.16595, 1.25709, 1.62325], [-0.79603, 0.41547, 2.39576], [-1.26410, -1.97408, 1.90960], [-2.89775, -1.02334, 2.10117], [-2.97125, -2.89294, 0.02885], [-2.85642, -1.84455, -1.98262], [-5.66733, 3.50010, 0.77817], [-5.42922, 3.88581, 2.23587], [-5.71038, 5.37547, 2.54832], [-4.71485, 6.28368, 2.06705], [-4.78396, 6.54673, 0.67266], [-4.05925, 3.50921, 2.61175], [-4.84988, 3.80117, 0.11837], [-5.75462, 2.41185, 0.68480], [-6.59393, 3.94142, 0.39941], [-6.12559, 3.29262, 2.84250], [-5.71733, 5.49702, 3.63823], [-6.70663, 5.67861, 2.19654], [-5.81592, 6.58371, 0.31220], [-4.20827, 5.80044, 0.12451], [-4.31614, 7.51555, 0.48630], [-3.94129, 3.65921, 3.61541], [-3.42657, 4.19424, 2.18925], [2.17842, -6.05728, -2.70688], [2.28056, -4.62516, -2.18827], [3.23881, -3.72515, -3.00527], [4.62939, -3.98291, -2.78754], [5.12393, -5.13814, -3.45023], [2.65692, -4.65738, -0.76798], [3.02715, -6.67923, -2.41185], [1.28393, -6.54303, -2.30123], [2.10149, -6.07740, -3.79797], [1.27881, -4.18341, -2.26666], [3.07905, -2.68701, -2.68988], [3.00665, -3.76183, -4.07901], [4.66171, -5.27835, -4.43152], [4.97711, -6.01796, -2.82318], [6.20024, -5.01612, -3.58763], [2.60948, -3.70774, -0.39423], [3.65367, -4.88602, -0.72048]],
  "atomic_forces_ev_per_a": [[0.32, 0.60, 0.61], [0.53, -0.73, -0.96], [0.68, 0.29, -0.48], [0.40, 0.19, 0.62], [-1.02, 1.18, 0.34], [-0.53, 0.25, -0.84], [1.26, -5.57, -1.37], [-0.62, 1.79, 6.43], [-2.45, 6.02, -4.20], [-0.79, 0.60, -0.40], [0.22, -1.81, 2.38], [3.38, 1.87, -4.18], [0.67, -2.81, 2.94], [-0.25, -0.37, -0.88], [0.03, 0.40, -3.28], [-0.63, -2.29, 4.72], [-1.89, 0.96, 1.50], [-0.77, 0.15, -2.31], [1.90, 1.14, 0.45], [0.81, -0.98, -1.81], [-2.37, -0.79, 0.67], [-1.62, -0.98, 1.67], [0.17, 2.16, 0.75], [0.94, -0.98, 1.82], [-1.03, -2.02, -1.08], [-0.88, 1.37, -2.09], [0.82, -1.78, -0.99], [0.53, 0.79, 2.37], [-1.15, -1.72, 0.65], [1.68, -1.81, 1.09], [0.66, 0.55, -1.00], [-1.19, 0.19, -2.27], [-1.16, 1.57, -1.17], [1.79, -0.39, -1.34], [1.07, 2.34, 0.34], [0.61, 0.66, 1.26], [-0.16, -0.29, -0.11], [0.07, 0.38, -0.20], [0.18, 0.05, 0.11], [-0.51, -0.36, 0.04], [0.30, 0.16, 0.21], [0.14, 0.06, 0.19], [-0.07, 0.13, 0.13], [-0.02, 0.12, 0.06], [0.12, -0.05, 0.00], [0.11, 0.16, 0.02], [0.12, 0.03, -0.16], [0.10, -0.08, -0.13], [0.02, -0.10, 0.00], [-0.14, -0.03, -0.23], [-0.07, -0.04, 0.15], [-0.01, -0.15, -0.20], [-0.16, -0.17, 0.07], [-0.23, -0.23, -0.08], [0.44, 0.00, 0.13], [-0.16, 0.20, 0.26], [-0.23, -0.14, -0.43], [0.15, 0.31, 0.41], [0.34, 0.23, -0.14], [-0.03, 0.15, -0.01], [0.13, 0.12, -0.01], [0.02, -0.02, 0.02], [0.23, 0.15, 0.05], [0.04, -0.20, 0.07], [0.07, -0.18, -0.02], [-0.09, -0.05, 0.04], [-0.07, -0.20, -0.19], [-0.05, 0.13, 0.00], [-0.44, -0.07, 0.09], [-0.28, -0.08, -0.07]],
  "mulliken_charge": [-0.808, -0.536, 0.112, -0.736, -0.621, 1.579, -0.147, -0.763, -0.756, -0.855, 0.067, 0.217, -0.664, -0.863, -0.172, -0.406, 0.238, 0.292, 0.188, 0.301, 0.267, 0.394, -0.371, 0.314, 0.290, 0.304, 0.317, 0.319, 0.428, 0.234, 0.296, 0.216, 0.344, 0.434, 0.294, 0.243, -1.173, 0.234, -0.690, -0.383, -0.572, -0.516, 0.052, 0.340, 0.379, 0.340, 0.360, 0.409, 0.292, 0.169, 0.265, 0.260, 0.277, -1.555, 0.554, -0.527, -0.417, -0.692, -0.713, 0.282, 0.392, 0.338, 0.335, 0.158, 0.452, 0.306, 0.237, 0.260, 0.211, 0.343],
  "fmax_ev_per_a": 7.74,
  "homo_energy_ev": -7.71,
  "homo_lumo_gap_ev": 6.484,
  "e_above_lowest_kj_mol": 694.5,
  "total_energy_ev": -35561.887
}